Entry P
DFT (ωB97M-V with the def2-TZVPD basis set) results for a 2-piece molecular cluster, C3H8O2 overall.

Each line ends with the Mulliken charge.
Atoms and positions in Å:
1 C -1.249 -0.760 1.226  -0.8482
2 C -0.922 -0.001 0.179  0.6850
3 C -1.304 -0.271 -1.268  -1.1843
4 O -0.002 1.008 0.331  -0.5298
5 H -2.138 -1.373 1.272  0.2999
6 H -0.536 -0.906 2.034  0.2392
7 H -1.644 -1.300 -1.275  0.3054
8 H -0.369 -0.306 -1.835  0.4020
9 H -2.069 0.438 -1.598  0.3075
10 H 0.111 1.432 -0.515  0.3211
11 O 2.839 0.041 -0.218  -0.6335
12 H 2.249 0.458 0.422  0.3315
13 H 2.680 -0.889 -0.180  0.3043

Computed properties:
SMILES   C=C(C)O.O
Net charge   0
M   76.1 u
HOMO-LUMO gap   9.5 eV
LUMO   0.74 eV

***

Entry Q
DFT (ωB97M-V with the def2-TZVPD basis set) results for one molecule with the formula C3H8O2.

Each line ends with the Mulliken charge.
Atoms and positions in Å:
1 O -0.849 1.246 0.790  -0.5524
2 C -1.223 -0.017 0.231  -0.4305
3 C -0.157 -0.515 -0.741  -0.5500
4 C 1.260 -0.383 -0.182  -0.3916
5 O 1.717 0.949 -0.202  -0.5497
6 H -0.871 1.171 1.750  0.3114
7 H -2.187 0.107 -0.278  0.2640
8 H -1.364 -0.752 1.034  0.3543
9 H -0.198 0.060 -1.673  0.2913
10 H -0.384 -1.561 -0.985  0.3217
11 H 1.295 -0.805 0.838  0.2490
12 H 1.959 -0.969 -0.788  0.3095
13 H 1.004 1.469 0.205  0.3730

Computed properties:
SMILES   OCCCO
Net charge   0
M   76.1 u
HOMO-LUMO gap   10.7 eV
LUMO   0.75 eV

***

Name the most stable of them. entry Q.

***

Entry P
DFT (ωB97M-V with the def2-TZVPD basis set) results for C8H10 as an isolated structure.

Each line ends with the Mulliken charge.
Atoms and positions in Å:
1 C -0.088 3.027 0.397  -0.7525
2 C 0.400 1.986 -0.321  -0.2405
3 C -0.019 0.594 0.008  0.0823
4 C -1.243 0.134 0.172  -0.4935
5 C -0.852 -1.455 0.045  -0.3181
6 C 0.245 -1.513 -1.088  -1.0395
7 C 0.881 -0.671 -0.025  0.0543
8 C 0.312 -1.607 1.010  -0.7069
9 H 0.185 3.998 0.054  0.3224
10 H -0.989 2.903 1.160  0.2148
11 H 1.205 1.838 -1.377  0.1748
12 H -2.123 0.752 0.285  0.4073
13 H -1.741 -2.009 0.182  0.5797
14 H 0.769 -2.277 -1.360  0.4708
15 H 0.120 -1.049 -2.109  0.2499
16 H 2.026 -0.614 -0.032  0.4255
17 H 0.592 -2.699 0.939  0.2505
18 H 0.318 -1.335 2.060  0.3185

Computed properties:
Net charge   0
M   106.2 u
HOMO-LUMO gap   9.7 eV
LUMO   1.11 eV

***

Entry Q
DFT (ωB97M-V with the def2-TZVPD basis set) results for C8H10 as an isolated structure.

Each line ends with the Mulliken charge.
Atoms and positions in Å:
1 C 1.528 1.076 1.707  -0.9502
2 C 1.670 -0.046 0.664  -0.7180
3 C 0.386 -0.195 -0.043  0.7797
4 C -0.702 -1.005 0.523  -0.4172
5 C -1.927 -1.160 -0.181  -0.2365
6 C -2.083 -0.526 -1.391  -0.3407
7 C -1.085 0.122 -1.922  -0.0950
8 C 0.135 0.403 -1.353  -1.1549
9 H 2.648 1.378 2.395  0.2283
10 H 0.821 0.766 2.377  0.3852
11 H 1.272 2.178 1.291  0.2541
12 H 2.366 0.278 -0.247  0.2579
13 H 1.828 -0.849 1.187  0.4001
14 H -0.539 -1.301 1.574  0.2827
15 H -2.784 -1.926 0.179  0.2082
16 H -3.081 -0.729 -2.048  0.1839
17 H -1.210 0.634 -2.957  0.1817
18 H 0.756 0.903 -1.756  0.7506

Computed properties:
Net charge   0
M   106.2 u
HOMO-LUMO gap   9.9 eV
LUMO   0.94 eV

***

Entry R
DFT (ωB97M-V with the def2-TZVPD basis set) results for one molecule with the formula C8H10.

Each line ends with the Mulliken charge.
Atoms and positions in Å:
1 C -1.533 -0.005 -0.756  -0.6165
2 C -1.069 -0.737 0.307  -0.0327
3 C 0.218 -1.508 -0.062  -0.4002
4 C 1.577 -1.756 0.601  -0.5021
5 C 1.070 -0.295 0.661  0.0464
6 C 0.934 0.848 -0.124  -0.2314
7 C -0.003 1.788 0.157  -0.4830
8 C -1.226 1.483 -0.794  -0.5537
9 H -0.963 -0.589 -1.411  0.1461
10 H -1.255 -0.394 1.415  0.4282
11 H 0.288 -1.656 -1.162  0.2563
12 H 1.533 -2.072 1.607  0.3089
13 H 2.466 -1.992 -0.196  0.2268
14 H 0.486 -0.136 1.694  0.1800
15 H 1.004 0.741 -1.244  0.2712
16 H -0.375 2.070 1.260  0.2539
17 H -2.195 2.003 -0.400  0.3018
18 H -0.957 2.205 -1.552  0.3999

Computed properties:
SMILES   C1=C[C@@H]2C[C@H]2C=CC1
Net charge   0
M   106.2 u
HOMO-LUMO gap   8.5 eV
LUMO   0.79 eV

***

Name the most stable of them. entry Q.

***

Entry P
DFT (ωB97M-V with the def2-TZVPD basis set) results for one molecule with the formula C8H10.

Each line ends with the Mulliken charge.
Atoms and positions in Å:
1 C -0.841 -0.638 1.462  -1.2578
2 C -1.010 -1.010 0.066  -0.0078
3 C 0.024 -1.374 -0.977  -0.7996
4 C -0.742 -0.101 -1.133  -0.0682
5 C -0.249 1.295 -0.957  -0.6855
6 C 0.922 1.568 -0.538  0.3587
7 C 1.861 2.617 -0.214  -0.7230
8 C 2.226 1.365 0.064  -0.4945
9 H -1.330 0.334 1.752  0.2995
10 H 0.225 -0.271 1.673  0.1648
11 H -1.061 -1.454 2.200  0.3628
12 H -1.792 -1.636 0.021  0.5256
13 H 1.061 -1.226 -0.719  0.1778
14 H -0.029 -2.175 -1.631  0.2794
15 H -1.373 -0.177 -1.900  0.5859
16 H -0.770 2.099 -1.230  0.5714
17 H 2.134 3.646 -0.041  0.3436
18 H 3.073 0.773 0.305  0.3669

Computed properties:
SMILES   C[C@@H]1C[C@@H]1C=C1C=C1
Net charge   0
M   106.2 u
HOMO-LUMO gap   9.0 eV
LUMO   1.11 eV

***

Entry Q
DFT (ωB97M-V with the def2-TZVPD basis set) results for one molecule with the formula C8H10.

Each line ends with the Mulliken charge.
Atoms and positions in Å:
1 C 2.064 -1.554 1.681  0.3817
2 C 1.696 -1.036 0.655  -0.9003
3 C 1.323 -0.468 -0.611  -0.7058
4 C 0.186 0.183 -0.901  0.9796
5 C 0.000 0.710 -2.304  -1.6034
6 C -0.963 0.466 0.011  -0.0077
7 C -1.433 -0.487 1.087  -0.6222
8 C -0.794 0.808 1.472  -0.6180
9 H 2.366 -2.003 2.603  0.4056
10 H 2.064 -0.581 -1.398  0.2282
11 H -0.891 0.269 -2.770  0.3481
12 H 0.859 0.477 -2.939  0.3441
13 H -0.138 1.793 -2.288  0.3534
14 H -1.756 1.019 -0.494  0.4167
15 H -0.864 -1.398 1.242  0.2464
16 H -2.508 -0.574 1.212  0.2547
17 H 0.218 0.778 1.877  0.2459
18 H -1.428 1.599 1.865  0.2532

Computed properties:
SMILES   C#C/C=C(/C)C1CC1
Net charge   0
M   106.2 u
HOMO-LUMO gap   9.5 eV
LUMO   1.06 eV

***

Name the most stable of them. entry Q.

***

Entry P
DFT (ωB97M-V with the def2-TZVPD basis set) results for a 8-piece molecular cluster, H18NO7 overall.

Each line ends with the Mulliken charge.
Atoms and positions in Å:
1 N 0.428 -0.305 0.112  -0.3753
2 H 1.298 0.103 0.122  0.3417
3 H 0.045 -0.436 1.009  0.3257
4 H 0.519 -1.297 -0.360  0.3559
5 H -0.217 0.381 -0.458  0.2993
6 O -1.062 -0.065 -3.049  -0.6083
7 H -1.460 -0.617 -3.796  0.3099
8 H -1.648 0.523 -2.683  0.3128
9 O -2.976 0.800 1.041  -0.6189
10 H -2.353 1.122 1.666  0.2832
11 H -2.556 -0.047 0.779  0.3310
12 O 1.997 0.029 2.667  -0.6097
13 H 1.453 0.105 3.413  0.2985
14 H 3.013 -0.149 2.785  0.3258
15 O 1.471 2.551 -2.314  -0.6236
16 H 0.769 2.885 -2.899  0.3111
17 H 1.213 2.512 -1.381  0.3205
18 O 1.587 -3.380 -0.068  -0.6263
19 H 1.914 -3.484 0.853  0.3364
20 H 2.257 -3.549 -0.626  0.3008
21 O -2.230 -1.549 0.325  -0.6893
22 H -1.988 -2.366 0.847  0.3420
23 H -2.227 -2.180 -0.495  0.3564
24 O 0.441 2.718 0.501  -0.6720
25 H -0.569 2.925 0.658  0.3448
26 H 0.882 2.771 1.352  0.3279

Computed properties:
Net charge   +1
M   144.1 u
HOMO-LUMO gap   10.3 eV
LUMO   -3.53 eV

***

Entry Q
DFT (ωB97M-V with the def2-TZVPD basis set) results for a 8-piece molecular cluster, H18NO7 overall.

Each line ends with the Mulliken charge.
Atoms and positions in Å:
1 N -0.548 -0.139 0.212  -0.1532
2 H -1.080 -0.808 0.829  0.3286
3 H -0.037 -0.692 -0.321  0.2437
4 H 0.204 0.400 0.645  0.1975
5 H -1.037 0.543 -0.274  0.3642
6 O -1.017 -3.170 0.175  -0.4887
7 H -1.807 -3.529 0.242  0.2606
8 H -1.225 -3.401 -0.594  0.2259
9 O -1.315 2.431 1.651  -0.6514
10 H -1.276 1.962 2.661  0.3686
11 H -0.400 2.751 1.799  0.2803
12 O -2.997 -0.173 -0.537  -0.6964
13 H -3.724 -0.379 0.185  0.3454
14 H -3.139 0.707 -1.033  0.3417
15 O 0.315 -0.273 -2.667  -0.5818
16 H -0.524 -0.002 -3.075  0.2769
17 H 0.937 -0.617 -3.324  0.2909
18 O 2.900 -0.009 -1.275  -0.5744
19 H 2.613 -0.603 -1.972  0.3109
20 H 2.288 0.578 -1.003  0.4015
21 O 1.568 2.064 -0.191  -0.7168
22 H 1.638 2.703 0.611  0.2947
23 H 2.406 2.295 -0.798  0.3189
24 O 1.518 -0.811 2.450  -0.5473
25 H 1.643 -0.345 3.280  0.2868
26 H 2.096 -1.481 2.325  0.2728

Computed properties:
Net charge   +1
M   144.1 u
HOMO-LUMO gap   11.2 eV
LUMO   -3.16 eV

***

Entry R
DFT (ωB97M-V with the def2-TZVPD basis set) results for a 8-piece molecular cluster, H18NO7 overall.

Each line ends with the Mulliken charge.
Atoms and positions in Å:
1 N -0.130 -0.304 0.254  -0.2654
2 H -0.922 -0.928 -0.010  0.2663
3 H 0.405 0.186 -0.504  0.2495
4 H 0.366 -0.775 0.774  0.2741
5 H -0.388 0.627 0.706  0.4304
6 O -3.236 1.112 1.102  -0.6050
7 H -3.732 1.535 1.758  0.2998
8 H -3.726 0.269 0.885  0.3179
9 O -0.794 -3.225 -0.687  -0.6229
10 H -1.629 -3.124 -1.036  0.2950
11 H -0.653 -4.241 -0.341  0.3432
12 O 3.125 -0.675 0.519  -0.6561
13 H 3.969 -0.598 0.256  0.3100
14 H 3.070 0.009 1.223  0.3058
15 O 2.394 0.231 -1.934  -0.6197
16 H 2.543 -0.099 -1.140  0.3553
17 H 2.230 1.210 -1.996  0.2899
18 O 0.575 0.536 3.192  -0.6085
19 H 0.331 1.358 3.358  0.2960
20 H 1.534 0.397 3.041  0.3151
21 O 0.285 2.902 0.080  -0.6444
22 H 0.816 2.919 -0.673  0.2986
23 H -0.550 3.387 -0.277  0.3593
24 O -1.843 -0.627 -2.576  -0.6445
25 H -1.340 -0.802 -3.377  0.3283
26 H -2.698 -1.281 -2.598  0.3318

Computed properties:
Net charge   +1
M   144.1 u
HOMO-LUMO gap   11.8 eV
LUMO   -3.08 eV

***

Name the most stable of them. entry P.